(one)
The following is a quantum chemistry calculation of C4H6S2Si in the gas phase, from OMol25.

Computed properties:
Total charge: 0
LUMO level (spin up / spin down), eV: -1.01 / -1.37
Gap between HOMO and LUMO (spin up / spin down), Ha: 0.249 / 0.231

XYZ file:
```
13
Properties=species:S:1:pos:R:3:mulliken_charge:R:1
H -1.3287 1.9604 0.0777 -0.09
H -0.2729 -1.8085 2.5508 0.31
S 2.1315 0.1522 -1.1694 -0.28
H 0.3241 0.8743 1.9325 0.58
C 0.4920 0.3295 -0.6748 -0.05
C -0.1387 -1.2765 1.5914 -0.35
H -0.0462 -3.1874 0.2084 0.36
H -1.3309 1.6630 -2.3388 -0.13
Si -0.4946 1.8186 -1.1631 0.34
H 0.5440 2.9268 -1.7038 -0.06
S 0.0388 -1.3687 -1.1378 0.03
C 0.1881 0.0193 1.4680 -0.59
C -0.1065 -2.1031 0.3589 -0.07
```

(two)
The following is a quantum chemistry calculation of a molecular structure, C4H6S2Si, from OMol25.

Computed properties:
Total charge: 0
LUMO level, eV: -0.86
Gap between HOMO and LUMO, Ha: 0.284

XYZ file:
```
13
Properties=species:S:1:pos:R:3:mulliken_charge:R:1
H -0.3548 -2.0613 -1.1384 -0.14
S -3.2931 -0.6596 -0.1694 -0.10
C -0.7184 0.8138 0.0969 0.06
C -2.0711 -1.5191 0.1228 0.05
S -2.0927 1.6965 0.0193 -0.27
C 0.7428 1.2587 0.2983 -0.38
H 1.1006 1.7031 1.2536 0.33
H 2.1989 -0.3482 0.2605 0.35
H 1.8956 0.0528 -1.2831 0.39
Si -0.1315 -1.2623 0.0206 0.54
C 1.3847 -0.0107 -0.3370 -0.93
H 0.4699 -1.8333 1.3639 -0.11
H 0.8691 2.1696 -0.5082 0.20
```

Least stable of them? (one).

(one)
The following is a quantum chemistry calculation of 2 unconnected molecules or ions with the total composition C3H8O, from OMol25.

Computed properties:
Structure (SMILES): C=CO.C
Total charge: 0
LUMO level, eV: 0.88
Gap between HOMO and LUMO, Ha: 0.377

XYZ file:
```
12
Properties=species:S:1:pos:R:3:mulliken_charge:R:1
H -1.0636 0.3799 2.8676 0.20
H 0.3464 -1.8438 -0.7012 0.31
H -0.1325 0.5702 -1.6050 0.28
H 0.2999 1.3224 2.1467 0.19
O -0.7943 -0.0146 -1.4082 -0.44
H 0.0712 1.2396 4.0619 0.23
C 0.7059 -1.3099 -2.8225 -0.46
H 0.7252 -0.4555 -3.5613 0.17
C 0.1742 -1.1552 -1.5248 -0.09
H -0.9738 2.2244 2.8927 0.22
C -0.3550 1.2943 3.0223 -0.84
H 0.9966 -2.2518 -3.3681 0.23
```

(two)
The following is a quantum chemistry calculation of 2 unconnected molecules or ions with the total composition C3H8O, from OMol25.

Computed properties:
Structure (SMILES): C=CC.O
Total charge: 0
LUMO level, eV: 1.00
Gap between HOMO and LUMO, Ha: 0.395

XYZ file:
```
12
Properties=species:S:1:pos:R:3:mulliken_charge:R:1
H -0.4646 -0.6500 -1.3065 0.31
H 0.2032 1.4599 2.2947 0.20
C -1.0320 -0.6603 -0.3802 -0.93
H -1.3485 -1.6727 -0.0798 0.26
C -0.2113 0.0253 0.8005 0.05
H 1.3809 -0.4974 -1.0790 0.29
C -0.5232 1.1473 1.5078 -0.82
O 1.9452 0.1008 -1.5824 -0.60
H -1.9533 -0.1554 -0.7017 0.29
H 0.7622 -0.4326 0.9425 0.36
H 2.6602 -0.3732 -1.8892 0.29
H -1.4188 1.7082 1.4734 0.31
```

Least stable of them? (one).

(one)
The following is a quantum chemistry calculation of 2 unconnected molecules or ions with the total composition C4H12NO3, from OMol25.

Computed properties:
Total charge: +1
LUMO level, eV: -3.40
Gap between HOMO and LUMO, Ha: 0.409

XYZ file:
```
20
Properties=species:S:1:pos:R:3:mulliken_charge:R:1
H 2.0605 -0.5715 0.1075 0.29
C 0.8834 -0.3202 -0.2453 0.24
H -2.7173 0.9410 1.7274 0.32
H 1.0453 3.1721 -0.5475 0.48
H -0.5759 1.0140 -1.0283 0.29
H -1.0682 -2.1942 -1.7739 0.32
O 1.1776 2.2952 1.2539 -0.53
H 1.0198 1.0751 -1.8073 0.42
H 0.4323 0.5755 1.5887 0.33
O -2.5048 0.0941 1.3221 -0.57
H -0.7340 -0.6038 1.0367 0.31
C 0.5862 0.9952 -0.8010 -0.97
H 0.5823 -1.1487 1.8362 0.43
H 0.8915 -2.4905 -0.4231 0.34
N 0.1750 -0.2988 1.1351 -0.30
C 1.0261 2.3519 0.0309 0.14
H 0.9651 -1.5810 -2.1062 0.38
H -2.9756 0.0331 0.6451 0.23
C 0.6104 -1.6282 -0.9848 -0.63
O -0.8797 -1.7102 -0.9660 -0.52
```

(two)
The following is a quantum chemistry calculation of 2 unconnected molecules or ions with the total composition C4H12NO3, from OMol25.

Computed properties:
Total charge: +1
LUMO level, eV: -3.65
Gap between HOMO and LUMO, Ha: 0.424

XYZ file:
```
20
Properties=species:S:1:pos:R:3:mulliken_charge:R:1
C -2.2665 1.0137 -0.5887 -0.97
C 2.3692 0.0720 0.7990 -1.30
H -2.5421 0.7311 0.3659 0.37
H -2.1336 -2.2090 0.0053 0.26
O 1.7878 0.5739 -1.4700 -0.56
H 2.5976 1.1675 1.0798 0.33
H -2.9422 0.5922 -1.3213 0.35
H -0.5770 0.6390 -1.7966 0.34
H 3.2318 -0.3928 0.4422 0.38
N -0.8738 0.7162 -0.7969 -0.04
H -0.9303 -2.8354 0.6777 0.29
H -2.6306 2.0962 -0.6728 0.31
O -1.3110 -1.9593 0.3461 -0.51
H 1.4720 -1.1578 -0.5272 0.29
H 0.0835 -0.2656 1.9606 0.36
C 1.3504 -0.0966 -0.3547 0.35
H 1.8793 1.5255 -1.2904 0.37
C -0.1881 0.0373 0.0485 0.41
O -0.5091 0.2467 1.3225 -0.43
H 2.1325 -0.4949 1.7710 0.42
```

(three)
The following is a quantum chemistry calculation of a molecular structure, C4H12NO3, from OMol25.

Computed properties:
Total charge: +1
LUMO level, eV: -8.38
Gap between HOMO and LUMO, Ha: 0.200

XYZ file:
```
20
Properties=species:S:1:pos:R:3:mulliken_charge:R:1
O 1.5821 -0.4080 1.9332 -0.58
H -0.8241 1.5975 1.8085 0.39
H -0.0077 2.3150 -0.8337 0.29
O -0.0817 -0.1540 -2.8373 -0.75
H 0.3191 0.9905 -1.9924 0.36
H -0.5678 -0.1344 -3.6930 0.26
C 0.4278 0.5812 0.1114 0.66
H 2.1540 -0.6121 2.7267 0.22
C 0.6740 -0.9213 -0.2498 -1.29
C -1.7287 -0.1429 1.1661 -0.47
O -0.1908 -1.5230 -1.0925 -0.54
C -0.7052 0.7693 1.1018 -0.32
H -0.1751 -0.9595 -1.9609 0.58
N 0.4447 1.4085 -0.9553 -0.20
H -1.9368 -0.6877 0.2151 0.30
H 1.7258 -1.0073 -0.5689 0.45
H -2.5512 -0.0650 1.8964 0.36
H 0.6468 -1.4916 0.6826 0.69
H 1.4324 0.7140 0.7032 0.27
H -0.6376 -0.2694 1.8386 0.31
```

Least stable of them? (three).

(one)
The following is a quantum chemistry calculation of 2 unconnected molecules or ions with the total composition C4H12NO3, from OMol25.

Computed properties:
Total charge: +1
LUMO level, eV: -3.26
Gap between HOMO and LUMO, Ha: 0.387

XYZ file:
```
20
Properties=species:S:1:pos:R:3:mulliken_charge:R:1
H 1.2119 -1.6492 -0.1979 0.33
O 1.3975 0.9115 2.9219 -0.69
O 2.0489 -0.2370 -1.4370 -0.55
H -1.5412 -1.9107 -0.8534 0.34
H -0.3091 1.2232 0.8592 0.34
H 1.8964 0.3242 3.4348 0.31
O -2.8415 0.7477 -1.1403 -0.45
H 1.9169 0.2761 -2.2601 0.34
H -1.2784 -1.1597 0.6908 0.49
N 0.4568 0.8589 0.3389 -0.36
H 1.7870 1.7986 2.8159 0.34
C -0.1763 -0.0372 -0.8093 0.06
H -3.5458 -0.4468 0.1155 0.53
H 0.6118 -1.5925 -1.9548 0.41
C 0.9408 -1.0089 -1.0573 -0.64
C -2.7464 -0.2309 -0.4691 -0.21
H 0.8812 1.6039 -0.1557 0.39
C -1.4235 -0.8360 -0.3476 -0.89
H -0.4220 0.7798 -1.5966 0.48
H 1.1350 0.5850 1.1022 0.44
```

(two)
The following is a quantum chemistry calculation of 2 unconnected molecules or ions with the total composition C4H12NO3, from OMol25.

Computed properties:
Total charge: +1
LUMO level, eV: -3.27
Gap between HOMO and LUMO, Ha: 0.416

XYZ file:
```
20
Properties=species:S:1:pos:R:3:mulliken_charge:R:1
H -1.1803 -0.6105 0.8778 0.21
O -3.0072 -1.9381 1.1219 -0.67
C 0.1228 1.1605 1.1562 -0.73
H 0.0725 1.0264 2.2178 0.35
H -0.7994 0.8211 -1.3570 0.44
H -2.9328 -2.7031 0.5540 0.33
H 1.4283 -1.1586 -3.3776 0.43
C -0.1667 -0.1873 0.5604 -0.37
N 1.4537 1.6659 0.6896 -0.24
H 1.5893 1.9143 -0.3088 0.32
H 0.6730 -0.9403 0.7690 0.39
H -2.8734 -2.2829 2.0342 0.33
H 2.1208 0.8942 0.9910 0.40
O 1.9794 0.4862 -1.6367 -0.65
C -0.3728 -0.0742 -0.9781 -0.88
C 0.9659 -0.1942 -1.6936 0.74
H -0.9991 -0.8590 -1.3034 0.33
H 1.7106 2.5297 1.1976 0.37
H -0.7738 1.7571 0.8848 0.38
O 0.9894 -1.3072 -2.3989 -0.47
```

Least stable of them? (one).

(one)
The following is a quantum chemistry calculation of 2 unconnected molecules or ions with the total composition C8H16O2, from OMol25.

Computed properties:
Structure (SMILES): CCC(C)=O.CCC(C)=O
Total charge: 0
LUMO level, eV: 0.78
Gap between HOMO and LUMO, Ha: 0.374

XYZ file:
```
26
Properties=species:S:1:pos:R:3:mulliken_charge:R:1
H 0.5539 -3.3968 3.5035 0.33
H 0.3692 -3.9622 1.8136 0.29
C 0.5077 2.6439 -1.8693 0.60
C -0.1441 -3.4617 2.6519 -1.15
H -0.7683 2.0593 -3.3312 0.30
H 0.5103 -0.3031 0.4176 -0.52
C -0.9575 -1.8459 0.8201 -0.40
C -0.0353 1.6287 -0.8275 0.21
H -1.8668 -1.2401 0.9976 0.27
H 0.3471 1.1651 1.2901 0.39
H 1.6834 0.7644 0.1662 0.35
H 0.3437 3.3275 -3.9347 0.32
C -0.2482 2.9949 -3.0654 -1.13
H 0.8266 -1.9293 -0.2640 0.31
H -0.9928 2.0830 -0.5077 0.22
O 0.1634 -1.0661 2.7929 -0.57
C 0.8867 1.4948 0.3863 -1.28
H -0.2679 0.6647 -1.3194 -0.01
H -1.0091 -4.0766 2.9522 0.31
H 1.3531 2.4728 0.5923 0.44
H -1.0041 3.7656 -2.8389 0.28
H -1.2749 -2.8044 0.3663 0.31
H -0.3644 -0.8454 -1.0488 0.27
O 1.6515 3.0661 -1.8407 -0.57
C 0.0463 -1.1721 -0.0786 -0.22
C -0.3095 -2.0270 2.1756 0.66
```

(two)
The following is a quantum chemistry calculation of 2 unconnected molecules or ions with the total composition C8H16O2, from OMol25.

Computed properties:
Structure (SMILES): C=C=C(C)C.CC(C)(O)O
Total charge: 0
LUMO level, eV: 0.87
Gap between HOMO and LUMO, Ha: 0.370

XYZ file:
```
26
Properties=species:S:1:pos:R:3:mulliken_charge:R:1
C 0.2330 -0.1820 -1.9746 0.08
H 2.2248 0.0748 -1.4510 0.24
H 1.0727 2.1044 0.8621 0.31
O -0.6819 0.4283 1.4497 -0.62
C -1.8648 1.0860 -1.8703 -1.09
H -0.8984 0.1844 0.5388 0.27
C 1.2016 -1.0873 1.2732 -1.32
H 1.8948 -0.3738 -3.2041 0.29
H 0.6159 0.0074 3.7167 0.37
C 0.7130 0.3351 1.5880 1.22
H 1.0562 -1.3016 0.2204 0.22
H -2.2558 -1.2873 -0.3349 0.31
H -2.7230 0.8950 -2.5113 0.40
H 2.1183 0.7782 3.1710 0.35
C -1.0455 -0.1718 -1.7277 0.61
H 0.5997 1.7003 3.2377 0.41
H 2.2585 -1.1687 1.5085 0.36
H -2.2374 1.4113 -0.8822 0.25
O 1.3386 1.1978 0.6675 -0.48
C -1.8059 -1.4081 -1.3214 -1.13
H -1.1489 -2.2771 -1.3043 0.32
H -2.5923 -1.6005 -2.0240 0.47
H -1.2636 1.8897 -2.3121 0.33
C 1.5074 -0.1671 -2.2178 -0.97
H 0.6404 -1.7958 1.8752 0.33
C 1.0425 0.7285 3.0270 -1.55
```

Least stable of them? (one).

(one)
The following is a quantum chemistry calculation of 2 unconnected molecules or ions with the total composition C3H10N4O, from OMol25.

Computed properties:
Structure (SMILES): [H]/N=C(/C)N.NC(N)=O
Total charge: 0
LUMO level, eV: 0.68
Gap between HOMO and LUMO, Ha: 0.352

XYZ file:
```
18
Properties=species:S:1:pos:R:3:mulliken_charge:R:1
H -0.4224 1.5416 0.0870 0.19
N -2.9384 -0.3569 0.7047 -0.74
N -1.2754 1.0465 -0.1576 -0.50
C -1.7653 0.1438 0.7608 0.82
C -0.8903 -0.1624 1.9377 -0.99
C 1.7008 0.0589 -0.8474 0.63
H -1.4222 -0.8044 2.6330 0.32
H -3.5334 0.0379 -0.0216 0.20
N 2.9901 -0.3093 -1.1466 -0.48
H -1.8232 1.4407 -0.9068 0.15
H 1.0022 -1.5737 -1.9239 0.20
N 0.7444 -0.8226 -1.3062 -0.34
H 3.7162 0.2964 -0.8027 0.23
H 3.2243 -1.2736 -1.3055 0.19
H 0.0001 -0.7016 1.6188 0.22
H -0.5722 0.7477 2.4443 0.31
O 1.4745 1.1800 -0.4263 -0.64
H -0.2098 -0.4889 -1.3418 0.23
```

(two)
The following is a quantum chemistry calculation of C3H10N4O in the gas phase, from OMol25.

Computed properties:
Structure (SMILES): CN(C)/C(=N/N)NO
Total charge: 0
LUMO level, eV: 1.01
Gap between HOMO and LUMO, Ha: 0.353

XYZ file:
```
18
Properties=species:S:1:pos:R:3:mulliken_charge:R:1
N 1.3939 0.0929 0.7289 -0.24
C 0.4125 -0.3201 -0.0337 0.46
H -0.1405 2.0297 0.9681 0.41
N 2.3243 -0.9409 1.0859 -0.80
H 0.9495 -2.2347 -0.0508 0.38
H -2.1390 0.7870 0.8343 0.31
N -0.5047 0.6031 -0.5069 0.01
H 0.7306 2.1792 -0.4807 0.36
H -2.0182 -0.8390 -0.0854 0.32
O -0.3812 -2.0219 -1.5687 -0.37
H -2.6562 0.5722 -1.0174 0.30
C -1.8956 0.3268 -0.2320 -0.92
C -0.2420 1.9314 -0.1360 -1.09
H -0.1081 -1.3743 -2.2125 0.33
H 3.0832 -0.4365 1.5653 0.29
N 0.0686 -1.6614 -0.2223 -0.26
H -0.8621 2.7057 -0.5986 0.30
H 1.9852 -1.3993 1.9627 0.23
```

Least stable of them? (two).